1.
74
Properties=species:S:1:pos:R:3:forces:R:3 method="wB97M-V/def2-TZVPD" de_lowest_kcal_mol=0.0 largest_force_ev_per_a=0.4 homo_lumo_gap_ev=5.813 homo_energy_ev=-1.3 charge=-2 e_tot_ev=-80132.1592
Pt 0.31675 0.91539 1.66854 0.137 0.291 -0.074
Sb -0.12406 0.32039 -0.76353 0.134 -0.424 0.026
S 2.69638 0.49139 1.69857 -0.030 -0.144 0.010
S 0.38931 1.04592 3.95392 0.053 0.184 -0.012
Si -1.40963 2.47179 1.72826 -0.240 -0.033 0.111
O 0.32858 -2.17303 0.00238 -0.160 0.187 0.053
O -3.87040 -3.26673 1.43085 0.049 0.015 0.071
N -1.77623 -2.61582 0.80230 -0.029 0.016 0.001
N -0.12490 -4.30502 0.51833 -0.005 0.092 -0.021
C 2.58818 -0.68578 -4.10167 -0.014 0.008 0.001
C -0.71720 4.09001 0.99948 -0.005 -0.024 0.039
C -3.03418 2.19423 0.77082 0.048 0.025 -0.005
C -2.23715 -4.94538 1.33328 0.123 -0.005 0.010
C 4.78294 0.78810 5.13307 -0.048 0.010 0.019
C -0.56971 4.37386 -3.61841 -0.007 -0.007 0.003
C 4.41527 0.59402 3.81287 0.000 0.000 0.003
C -3.60660 -2.54885 -2.77327 0.004 0.028 0.007
C 1.52016 -0.23073 -3.33718 0.052 0.064 -0.005
C 1.23277 -4.62383 0.13226 0.007 0.026 0.031
C 3.68126 -1.27420 -3.48035 0.008 -0.006 0.008
C 3.08195 0.69559 3.39067 0.054 0.024 0.008
C -0.98025 -5.25646 0.98432 -0.097 0.044 0.016
C -1.65893 -0.86054 -1.68329 -0.053 0.093 0.037
C -0.54768 -2.95022 0.44539 0.205 -0.332 0.013
C 3.80467 1.09199 6.07969 0.036 -0.004 -0.034
C -2.68875 -3.55064 1.20345 -0.148 0.001 -0.136
C -1.29907 -1.90557 -2.52884 -0.005 0.043 -0.087
C 2.61967 -0.96840 -1.33771 -0.038 -0.068 -0.051
C 2.09665 0.97865 4.35119 0.024 -0.084 0.045
C -3.00398 -0.68448 -1.37886 -0.006 -0.054 0.069
C -2.26460 -2.74272 -3.07125 -0.005 0.004 -0.006
C -0.37245 2.04695 -2.06478 -0.054 0.020 0.022
C 0.63650 4.03436 -3.01706 0.001 -0.001 -0.002
C -1.67359 3.55138 -3.44784 0.005 0.000 0.004
C 1.52398 -0.36743 -1.95144 0.021 0.007 -0.001
C -1.57123 2.39672 -2.67798 0.024 -0.026 -0.074
C -2.09090 3.00868 3.42308 -0.003 -0.045 -0.040
C -3.97247 -1.51747 -1.92256 0.005 -0.023 -0.011
C 0.72867 2.88374 -2.24742 -0.001 0.040 0.021
C 2.48251 1.18511 5.68138 -0.024 -0.012 -0.002
C 3.69457 -1.41183 -2.09848 0.002 -0.003 -0.009
H -0.25529 -2.09776 -2.73994 0.005 0.003 0.006
H -2.85801 1.95404 -0.27840 -0.006 0.073 -0.008
H -2.44043 1.75673 -2.56792 0.004 0.011 -0.002
H -2.61938 3.80744 -3.91253 0.002 0.001 0.002
H 1.71035 1.42262 6.40565 0.005 -0.008 0.002
H -3.64855 3.10204 0.79713 0.000 -0.008 0.038
H 4.54469 -1.86902 -1.60509 0.000 0.006 0.001
H -1.96199 -3.56299 -3.71301 -0.001 0.000 -0.001
H 5.16788 0.36042 3.06755 -0.006 0.003 0.002
H 0.19741 4.37969 1.52371 -0.016 -0.003 0.002
H -3.60316 1.37498 1.21896 0.007 -0.006 -0.022
H 1.32629 -5.70740 0.04251 0.002 0.000 0.011
H -0.58021 -6.26295 1.04248 0.000 -0.003 -0.007
H -3.30768 0.05654 -0.65326 0.003 -0.023 -0.043
H -1.30555 3.40613 4.06660 -0.010 0.031 -0.015
H -2.85973 3.77634 3.27282 0.006 -0.009 0.001
H 1.95324 -4.25630 0.86671 -0.003 0.015 -0.002
H -0.47503 3.98846 -0.06044 -0.010 0.005 0.008
H -0.64808 5.27668 -4.21345 0.001 -0.001 0.001
H -1.45352 4.89578 1.10800 0.008 0.001 -0.002
H 0.67461 0.23655 -3.83115 0.003 0.004 0.002
H 5.82531 0.70787 5.42272 -0.002 -0.001 0.005
H -4.35885 -3.21601 -3.17808 0.001 -0.004 0.003
H -5.00860 -1.38704 -1.63562 0.001 -0.005 0.000
H 1.50377 4.67331 -3.13926 -0.001 -0.002 -0.002
H 1.67364 2.63832 -1.77116 -0.010 0.006 0.009
H 1.47188 -4.15259 -0.81962 -0.009 -0.010 -0.016
H 2.56643 -0.57694 -5.18044 -0.003 -0.001 0.001
H 4.07216 1.25647 7.11797 0.002 -0.001 -0.004
H -2.92966 -5.69342 1.68979 -0.006 0.000 0.006
H -2.54438 2.16491 3.95072 -0.001 0.010 -0.010
H 4.52026 -1.62401 -4.07204 -0.002 -0.001 0.001
H 2.62333 -1.10202 -0.26408 0.016 -0.013 -0.026

=====

2.
79
Properties=species:S:1:pos:R:3:forces:R:3 method="wB97M-V/def2-TZVPD" de_lowest_kcal_mol=26.6 largest_force_ev_per_a=1.4 homo_lumo_gap_ev=7.253 homo_energy_ev=-10.8 charge=+1 e_tot_ev=-182770.0321
As 1.35517 0.44924 -0.15664 0.050 -0.013 0.055
As 1.90697 -1.55646 3.21586 0.104 -0.132 0.041
P -1.72083 0.85844 -3.85954 -0.239 -0.443 0.550
O 4.50337 -1.30416 -0.03064 -0.004 0.014 0.342
O 0.40547 -3.19176 1.04496 0.452 -0.074 -0.206
O 4.81927 -0.74996 2.13376 -0.417 -0.064 0.109
O 0.52097 0.48654 5.23816 0.413 0.268 0.170
O -0.65473 -1.23656 0.71336 0.227 -0.422 0.141
O 0.68557 2.85434 0.46136 0.050 0.063 1.085
O 2.06957 1.85304 4.46886 -0.189 -0.160 0.017
O -0.41643 3.01954 2.29026 0.264 0.147 -0.223
N 1.17497 1.25354 -3.31494 0.037 0.317 -0.050
C -0.91263 2.72864 3.58556 -0.154 -0.045 0.629
C -2.28003 3.21024 -2.51824 -0.089 -0.023 -0.122
C -4.55963 -1.66046 -5.28254 -0.021 -0.054 -0.022
C -0.85103 -3.84266 1.19436 -0.349 -0.007 0.004
C 1.27717 -2.31696 -2.33694 -0.041 0.048 -0.093
C 4.08337 -1.15476 1.09356 0.762 0.233 -0.377
C 3.11367 1.28514 -0.26994 0.301 0.101 -0.040
C 1.23467 0.33414 2.91296 0.187 0.172 -0.143
C -2.70763 3.47524 -0.17784 -0.105 0.023 -0.001
C -2.62513 4.01934 -1.44774 -0.149 0.131 0.086
C 0.37547 -1.88626 0.80636 -1.358 -0.154 0.004
C -3.26203 -0.13576 -3.93494 0.139 0.293 -0.231
C 3.32127 -1.19886 4.53756 0.011 0.069 0.034
C -0.52363 -0.44986 5.02836 -0.418 -0.454 -0.001
C -3.46653 -0.82776 -5.12764 0.097 0.107 0.079
C 0.77127 -0.07726 -3.08254 -0.056 -0.531 -0.016
C 0.95997 0.98254 1.77276 0.274 -0.634 0.287
C -2.00533 1.85464 -2.33334 0.146 0.044 -0.327
C 2.69907 -1.47606 1.45996 -0.509 -0.359 -0.276
C -0.07083 -2.63306 -2.36564 0.097 -0.133 0.011
C 1.70207 -1.31376 0.55966 0.766 0.012 0.603
C -2.43433 2.13124 0.01646 -0.059 -0.090 0.136
C -0.98673 -1.69156 -2.80104 0.005 0.162 0.022
C 1.69647 -1.04466 -2.69574 0.035 0.188 -0.366
C 6.19477 -0.46006 1.90466 0.479 0.048 -0.284
C -5.46353 -1.80086 -4.24104 -0.036 -0.052 -0.002
C 0.41557 2.32264 1.55746 -0.193 1.106 -0.440
C 1.28177 0.96954 4.24676 0.013 0.703 0.310
C -0.58713 -0.40976 -3.15574 -0.003 0.174 -0.343
C -2.05873 1.32124 -1.04364 -0.112 -0.071 -0.011
C -4.18603 -0.26396 -2.90564 0.096 0.031 -0.044
C -5.27673 -1.10136 -3.05964 -0.132 -0.014 0.048
Li 0.21337 2.67364 -1.21134 -0.358 -0.269 -0.847
H 2.16107 1.30514 -3.54684 -0.063 0.097 0.004
H -1.31553 -3.54736 2.13706 -0.002 -0.026 -0.061
H -1.38083 -0.09286 5.60316 0.053 -0.045 -0.145
H 3.75557 0.73604 -0.95794 -0.062 0.005 0.069
H -0.22123 -1.42596 5.42356 -0.052 0.187 -0.107
H -2.75133 -0.70676 -5.92904 0.026 -0.031 -0.148
H -5.98523 -1.20016 -2.24974 -0.075 -0.030 0.019
H 2.97617 2.30294 -0.63934 -0.049 -0.103 0.061
H -1.78213 3.37724 3.70286 0.111 -0.141 -0.011
H 6.68557 -0.47776 2.87596 -0.116 -0.012 -0.058
H 2.75217 -0.79646 -2.70704 0.055 -0.054 0.114
H -1.22273 1.68814 3.68026 0.024 0.018 -0.106
H -2.90323 5.05094 -1.60704 0.110 0.091 -0.045
H -2.56283 1.69464 0.99586 0.097 -0.056 0.126
H -6.31663 -2.45216 -4.35214 -0.095 -0.053 -0.014
H -0.17193 2.98404 4.34886 -0.123 -0.050 -0.188
H -0.78883 -0.55476 3.96986 -0.009 0.042 0.177
H 4.04377 -2.01276 4.47156 -0.068 0.017 -0.074
H -2.03363 -1.94726 -2.86584 -0.067 -0.091 0.010
H 2.00787 -3.05276 -2.03744 0.085 -0.058 0.045
H 0.62937 1.66954 -4.06754 0.132 0.047 -0.022
H -1.88203 0.26674 -0.86944 0.120 0.014 -0.037
H -0.41133 -3.61586 -2.07484 0.019 -0.106 -0.016
H 2.87857 -1.21796 5.53576 -0.104 -0.031 -0.145
H -2.30603 3.61014 -3.52414 0.140 0.055 -0.040
H 3.59337 1.34154 0.70576 0.075 0.027 -0.013
H 6.63907 -1.20136 1.23796 -0.064 0.076 0.081
H -3.03163 4.09014 0.64606 0.034 0.078 0.147
H 3.82847 -0.25026 4.38686 -0.044 -0.033 -0.078
H 6.30007 0.53234 1.46016 -0.039 -0.098 0.003
H -4.05853 0.28054 -1.98244 -0.041 0.011 0.050
H -0.64403 -4.90766 1.18586 0.034 0.012 0.047
H -4.70833 -2.19296 -6.21224 -0.002 -0.010 0.001
H -1.50503 -3.57516 0.36536 -0.051 -0.006 0.055

=====

3.
80
Properties=species:S:1:pos:R:3:forces:R:3 method="wB97M-V/def2-TZVPD" de_lowest_kcal_mol=4.9 largest_force_ev_per_a=0.2 homo_lumo_gap_ev=7.520 homo_energy_ev=-7.4 charge=0 e_tot_ev=-137373.1198
Tl -0.71663 0.07358 1.77008 -0.056 0.067 0.019
Br 1.38896 -0.93677 -5.82357 0.000 0.005 -0.004
S 1.77468 0.88409 2.83260 0.070 -0.150 -0.002
O -1.67670 0.89776 -0.99584 -0.031 -0.022 -0.025
O 0.89762 0.66196 -0.83781 -0.003 -0.006 -0.014
O -5.11344 2.60570 0.43116 0.009 -0.012 0.017
N -2.98842 3.10586 0.98703 0.071 0.065 -0.044
N -3.88832 0.73426 -2.34437 0.036 -0.034 -0.008
N -0.41931 3.63173 0.60067 0.039 -0.038 0.117
N 2.41805 -1.66580 1.92304 -0.007 0.223 0.095
N 3.77845 -0.69481 3.44092 0.013 -0.013 -0.049
N 1.24523 -1.65088 1.22521 0.067 0.010 0.010
N -3.92155 -0.00747 -4.43716 0.010 0.001 0.003
N -1.21230 -2.11781 0.03409 0.025 0.003 0.027
C -1.25100 -3.20859 -2.50776 0.019 0.001 0.016
C -1.70275 0.20748 -3.30563 0.011 0.022 0.020
C -0.07914 -3.17490 -1.77242 0.016 0.005 -0.029
C 0.35661 0.37455 -2.03983 -0.015 -0.035 0.012
C 1.07240 -0.03863 -3.14733 0.002 -0.002 0.018
C -0.09287 -2.61951 -0.49210 -0.028 -0.023 0.016
C -1.18581 3.80934 -0.46832 -0.013 -0.023 -0.054
C 4.68544 -1.82721 3.43734 -0.005 0.000 0.007
C -4.33611 1.86492 2.57059 -0.007 0.025 0.011
C -6.38023 1.04132 -2.11416 0.003 -0.004 -0.028
C 2.31164 0.54000 -0.71971 -0.005 0.059 -0.053
C -4.19072 2.55350 1.23443 -0.079 -0.031 0.005
C -3.15836 0.31699 -3.35196 -0.016 0.037 -0.008
C -7.56391 0.89316 -2.81061 -0.007 0.011 0.020
C 0.39283 -0.33422 -4.32716 0.004 -0.028 -0.007
C 1.51843 3.90932 -0.76514 -0.019 0.010 -0.021
C -1.04709 0.50356 -2.11032 0.036 -0.004 -0.050
C -5.20618 0.69224 -2.77879 0.031 0.028 0.019
C -0.96829 -0.21823 -4.42199 -0.009 0.018 -0.001
C 2.65887 -0.61131 2.68322 -0.152 -0.131 -0.098
C 0.71482 4.08378 -1.88438 0.008 0.008 0.014
C -6.43146 0.07723 -4.80186 0.002 -0.003 -0.001
C 2.24617 -3.54944 0.05332 0.008 -0.002 -0.017
C -2.33456 -2.15753 -0.67505 0.024 -0.020 0.003
C -2.41189 -2.69931 -1.94777 -0.025 -0.019 0.019
C -5.24289 0.22720 -4.09736 -0.007 -0.029 0.011
C 1.14818 -2.56276 0.32388 -0.016 0.015 0.033
C -2.68110 3.76091 -0.25962 0.002 0.011 -0.039
C 0.90491 3.67814 0.45292 0.017 0.056 -0.066
C -0.65862 4.03483 -1.73645 0.007 0.002 0.016
C -7.59056 0.41734 -4.13068 0.002 -0.004 -0.004
C 5.61754 -1.84875 2.23245 -0.004 0.007 -0.003
H 0.84202 -3.55491 -2.19207 -0.016 0.009 -0.013
H 2.62393 -0.49613 -0.87298 0.003 0.017 -0.004
H -2.22416 3.03903 1.64174 0.001 -0.037 0.030
H 2.80870 1.19207 -1.44232 0.009 0.005 0.005
H -3.58373 -0.33809 -5.32198 -0.001 0.000 -0.010
H 1.15417 4.25092 -2.86001 0.003 0.003 0.003
H -6.45356 -0.28493 -5.82141 0.001 0.003 0.001
H -5.11360 2.37564 3.13799 -0.002 -0.010 0.004
H 3.04939 -3.09248 -0.53301 -0.001 -0.004 0.003
H -3.21217 -1.72658 -0.20439 -0.008 0.010 0.003
H 4.09156 -2.74118 3.46414 0.004 -0.002 0.001
H 5.03330 -1.91194 1.31498 0.003 0.002 0.000
H -4.66609 0.84113 2.40057 0.000 -0.007 -0.005
H -3.35408 -2.70818 -2.47982 0.002 0.001 -0.003
H 2.14482 -0.14780 -3.10688 0.006 -0.006 0.003
H 6.22694 -0.94425 2.19693 0.000 -0.004 0.001
H -3.15803 3.22768 -1.08355 -0.031 -0.007 0.024
H 2.69122 -3.85560 0.99809 0.000 -0.005 0.003
H 5.26180 -1.77942 4.36253 0.000 0.003 0.000
H -6.33963 1.43098 -1.10587 0.005 -0.003 0.013
H -3.08498 4.78006 -0.27098 0.019 -0.001 -0.015
H 2.59731 3.94416 -0.83264 0.001 -0.007 -0.004
H 1.49624 3.51528 1.34606 -0.016 -0.025 0.022
H -1.25356 -3.62187 -3.50858 0.002 -0.005 0.004
H -1.32010 4.15593 -2.58563 0.000 -0.003 0.006
H -3.41324 1.85435 3.14857 -0.009 0.000 -0.001
H 6.28609 -2.71025 2.28029 -0.006 -0.001 0.000
H 3.99863 0.12178 3.98153 0.007 0.011 0.014
H -2.65386 0.92469 -1.19215 -0.028 0.020 0.000
H -8.49724 1.15656 -2.33064 0.001 -0.002 -0.003
H 2.54799 0.85006 0.29406 0.008 -0.017 0.003
H -8.54177 0.31823 -4.63705 0.001 0.002 0.002
H 1.87701 -4.42229 -0.48142 0.011 0.001 0.008
H -1.45838 -0.45801 -5.35537 0.003 0.002 -0.002